Entry 1:
The following is a DFT calculation (ωB97M-V with the def2-TZVPD basis set) of the molecule C22H27N3O5S.

The geometry in XYZ format:
```
58
C22H27N3O5S | OMol25 | ωB97M-V with the def2-TZVPD basis set
C -4.15044 -1.60849 3.31034
O -3.81246 -1.41488 1.95897
C -2.52797 -1.05271 1.64508
C -1.52860 -0.89994 2.59940
C -0.25231 -0.49452 2.25665
C 0.06242 -0.23744 0.93273
C 1.43708 0.26613 0.55771
C 1.77978 1.53946 1.29883
C 0.91466 2.72075 1.31458
O 1.00690 3.60940 2.13420
C -0.12688 2.70849 0.26183
S -1.80957 2.75270 0.67462
C -2.17978 2.64807 -1.03750
C -3.57588 2.53682 -1.51490
N -1.14330 2.63201 -1.79343
C 0.02239 2.66544 -1.09874
C 1.31019 2.71006 -1.84747
C 2.89464 1.32045 2.03702
O 3.58531 2.11193 2.84392
C 3.37203 -0.07131 1.80518
O 4.37519 -0.55182 2.30577
N 2.48364 -0.64530 0.97658
C 2.62465 -1.95751 0.40864
C 3.23090 -1.90195 -1.00056
N 2.36307 -1.23026 -1.95549
C 1.29157 -2.09171 -2.41589
C 3.11337 -0.69734 -3.07625
C -0.91520 -0.41872 -0.03080
C -2.20831 -0.81601 0.29466
O -3.04452 -0.90033 -0.78008
C -4.32308 -1.48771 -0.67427
H -3.58661 -2.43506 3.75447
H -3.99404 -0.69943 3.89907
H -5.21057 -1.85838 3.30894
H -1.74766 -1.08143 3.63866
H 0.49350 -0.36773 3.02614
H 1.49200 0.37824 -0.53091
H -3.87132 1.48720 -1.50739
H -4.25066 3.09360 -0.86990
H -3.64386 2.90639 -2.53473
H 1.40960 1.82594 -2.47468
H 2.15269 2.77281 -1.16472
H 1.31428 3.58115 -2.50079
H 4.34445 1.59631 3.17552
H 3.29962 -2.51932 1.05900
H 1.64507 -2.44130 0.39866
H 4.16646 -1.34155 -0.93444
H 3.47146 -2.92958 -1.32128
H 0.63828 -1.52462 -3.07723
H 1.66709 -2.96989 -2.96360
H 0.70331 -2.43476 -1.56784
H 3.84539 0.02246 -2.71221
H 3.63920 -1.47780 -3.64619
H 2.42830 -0.18520 -3.75071
H -0.70796 -0.22572 -1.07149
H -4.27017 -2.49867 -0.26562
H -4.69950 -1.53055 -1.69671
H -4.99787 -0.88686 -0.06136
```

The value obtained for the HOMO-LUMO gap is 8.21 eV. The SMILES is COc1ccc([C@H]2C(C(=O)c3sc(C)nc3C)=C(O)C(=O)N2CCN(C)C)cc1OC.

Entry 2:
The following is a DFT calculation (ωB97M-V with the def2-TZVPD basis set) of a cluster of 2 separate species, C4H13N2 in total.

The geometry in XYZ format:
```
19
C4H13N2 | OMol25 | ωB97M-V with the def2-TZVPD basis set
C 2.62895 -1.49393 -2.04486
N 2.15869 -1.86748 -0.93289
H 2.61772 -0.42806 -2.27290
H 3.06814 -2.13187 -2.80799
H 2.20660 -2.87246 -0.78827
H 1.45298 -0.73577 0.07677
C -0.52328 0.07087 0.27410
C -1.25524 1.19626 0.95566
C -2.75710 1.14067 0.71116
N 0.94563 0.08889 0.59122
H -0.63874 0.09520 -0.81032
H -0.91068 -0.90214 0.58147
H -0.86679 2.16088 0.61332
H -1.06009 1.16432 2.03018
H -3.19383 0.22965 1.11120
H -2.98625 1.21958 -0.35089
H -3.24990 1.97708 1.20184
H 1.03297 0.11039 1.60340
H 1.33021 0.97791 0.25780
```

The value obtained for the HOMO-LUMO gap is 12.20 eV. The net charge is +1.

Entry 3:
The following is a DFT calculation (ωB97M-V with the def2-TZVPD basis set) of a cluster of 9 separate species, C24H46Br16N2OP in total.

The geometry in XYZ format:
```
90
C24H46Br16N2OP | OMol25 | ωB97M-V with the def2-TZVPD basis set
N -1.54704 1.85423 0.12083
P -2.86388 1.61928 -0.79512
C -2.74462 -0.16681 -1.47277
N -3.31457 -1.20084 -0.61482
C -3.26256 -2.60582 -0.99019
C -2.61129 -3.08689 -2.30168
C -2.00450 -1.99348 -3.24091
C -2.07269 -0.47524 -2.84408
C -1.46211 0.70901 -3.76920
C 0.06515 0.93545 -3.22398
C 1.01876 -0.34013 -3.54648
O 0.99313 -0.75470 -4.93207
H -1.84247 2.05534 1.09842
H -4.02722 1.79655 0.02884
H -2.94685 2.58618 -1.86189
H -3.75251 -0.91297 0.28106
H -3.70470 -3.37954 -0.26647
H -2.53047 -4.18966 -2.61006
H -1.50667 -2.33614 -4.20652
H -2.06764 1.68492 -3.64848
H -1.49462 0.43567 -4.88037
H -0.04445 0.93585 -2.06949
H 0.50889 1.92949 -3.57054
H 2.09204 0.00360 -3.30083
H 0.74296 -1.19887 -2.84623
H 0.09785 -1.02724 -5.21988
Br -7.67711 3.10825 -0.15859
C -6.89339 4.63149 0.77078
C -5.87829 5.33614 -0.09299
Br -4.20128 4.34361 -0.16266
H -6.47667 4.25378 1.70463
H -7.73328 5.29192 0.99324
H -5.61697 6.30613 0.33326
H -6.20860 5.47509 -1.12234
Br 0.39875 -4.32682 -1.41870
C 2.32144 -4.53503 -1.66151
C 3.08525 -3.49677 -0.88056
Br 3.02578 -1.76149 -1.76709
H 2.51285 -4.49591 -2.73402
H 2.54749 -5.53702 -1.29346
H 4.14446 -3.75540 -0.83181
H 2.70602 -3.35029 0.13120
Br -5.63837 0.64868 6.31835
C -5.64197 2.54992 5.88764
C -6.17610 2.79553 4.49906
Br -4.84667 2.35493 3.14138
H -4.62226 2.90999 6.02760
H -6.29097 3.00966 6.63595
H -6.39194 3.85528 4.35190
H -7.06881 2.21318 4.27067
Br 3.59383 -5.97786 3.10045
C 3.09067 -6.95885 1.49373
C 4.20713 -7.86179 1.02982
Br 5.61164 -6.84986 0.13166
H 2.79684 -6.21900 0.74925
H 2.21621 -7.54518 1.78129
H 3.84397 -8.56887 0.28185
H 4.68214 -8.41216 1.84192
Br 8.53707 -5.67505 -1.31265
C 9.29690 -7.38065 -1.87145
C 10.09110 -8.01705 -0.75813
Br 11.82899 -7.16012 -0.54972
H 9.88745 -7.18729 -2.76713
H 8.43843 -8.00126 -2.13477
H 10.31447 -9.05923 -0.99243
H 9.59314 -7.96629 0.21024
Br 4.30649 2.23523 -2.93852
C 3.64716 2.06828 -4.76636
C 3.74955 3.37715 -5.50842
Br 2.33476 4.60638 -4.97091
H 2.62751 1.68744 -4.70347
H 4.28421 1.31278 -5.22941
H 3.60182 3.22501 -6.57886
H 4.69679 3.89172 -5.34720
Br -6.54761 2.97663 9.82222
C -4.64599 2.95759 9.39465
C -3.96890 4.22481 9.85274
Br -4.36023 5.70828 8.64999
H -4.56300 2.78851 8.32168
H -4.24461 2.09291 9.92577
H -2.88371 4.11350 9.82309
H -4.26963 4.53756 10.85259
Br 0.47035 4.13503 -0.63311
C 1.13215 5.91892 -1.05793
C 2.59203 5.88525 -1.43810
Br 3.72782 5.69339 0.13425
H 0.92608 6.54895 -0.19235
H 0.52329 6.25493 -1.89927
H 2.89330 6.83077 -1.89252
H 2.84312 5.06737 -2.11346
```

The value obtained for the HOMO-LUMO gap is 6.59 eV. The net charge is +1.

Entry 4:
The following is a DFT calculation (ωB97M-V with the def2-TZVPD basis set) of a cluster of 2 separate species, C5H14 in total.

The geometry in XYZ format:
```
19
C5H14 | OMol25 | ωB97M-V with the def2-TZVPD basis set
C -1.37929 1.11331 -0.74724
C -1.78573 -0.36760 -0.49905
C -0.67471 1.24200 -2.11584
H -2.31213 1.65304 -0.78067
H -0.65813 1.37868 0.01828
H -2.58094 -0.68762 -1.16635
H -2.02051 -0.48583 0.55998
H -0.07810 0.35057 -2.30435
H -1.38044 1.47315 -2.91071
H -0.89274 -0.96830 -0.64671
H 0.09171 2.02070 -2.11879
C 2.16052 -1.35580 1.25604
C 1.18979 -0.38516 1.92441
H 1.81358 -2.38260 1.16229
H 2.49571 -0.95810 0.29851
H 3.09019 -1.37786 1.84651
H 0.31464 -0.24143 1.29762
H 1.68357 0.59142 1.96986
H 0.92300 -0.61258 2.95620
```

The value obtained for the HOMO-LUMO gap (spin up / spin down) is 2.66 / 12.08 eV. The spin multiplicity is 2. The net charge is -1. As for the expectation value of S²: 0.750.